# 1
Molecular formula: C16H20BiNO
Method: DFT, ωB97M-V with the def2-TZVPD basis set

```
39
Properties=species:S:1:pos:R:3:lowdin_charge:R:1
Bi -0.7703 0.1875 1.8119 1.5967
C 0.7129 -2.2402 3.0853 -0.2175
C -0.7107 -2.1838 3.1137 -0.3160
C -1.1812 -2.3313 1.7451 -0.3648
H -1.3495 -2.1653 3.9961 0.0737
C -0.0207 -2.5222 0.9156 -0.2377
C 1.1239 -2.4391 1.7410 -0.2079
H 2.1505 -2.5514 1.4017 0.0739
H 1.3705 -2.2020 3.9528 0.0784
H -2.2167 -2.4822 1.4387 0.0730
H -0.0441 -2.8080 -0.1374 0.0715
C 1.7109 1.9365 2.0749 -0.2948
C 2.5215 0.8192 1.7317 -0.2277
C 2.3376 0.5486 0.3489 -0.2204
H 3.2022 0.2929 2.3978 0.0679
C 1.4437 1.5151 -0.1799 -0.2408
C 1.0361 2.3733 0.8866 -0.2932
H 0.4227 3.2692 0.7835 0.0588
H 1.6918 2.4421 3.0397 0.0590
H 2.8362 -0.2288 -0.2264 0.0617
H 1.1902 1.6399 -1.2333 0.0542
O -1.4093 -0.0474 -0.2152 -0.5780
C -0.8569 0.3059 -3.1316 -0.3654
C -2.1290 0.5098 -2.4434 -0.2021
C -0.3282 -1.0470 -3.2805 -0.0866
C -0.1584 1.4511 -3.7295 -0.1068
C -1.9839 0.9865 -0.9819 -0.3864
H -2.7289 -0.4125 -2.4692 0.1109
H -2.6955 1.2955 -2.9652 0.1003
H -1.3516 1.8953 -0.9605 0.0877
H -2.9820 1.2391 -0.5842 0.0853
H -0.7822 -1.5722 -4.1392 0.0687
H -0.5314 -1.6510 -2.3838 0.0723
H 0.7562 -1.0285 -3.4538 0.0726
H -0.5280 1.6961 -4.7403 0.0656
H 0.9151 1.2407 -3.8365 0.0706
H -0.2639 2.3677 -3.1301 0.0740
N -0.1130 1.0944 5.4395 -0.1846
C -0.2865 0.8067 4.3173 -0.5463
```

Computed properties:
- Calculated total energy: -966.0907 hartree
- Orbital gap (spin up / spin down): 5.73 / 4.62 eV
- Energy above the lowest of the compared OMol25 structures with the same formula, charge and spin: 0.000 eV
- Total charge: -2
- E_LUMO (spin up / spin down): 5.185 / 5.048 eV
- Largest force on an atom: 0.045 Eh/bohr

=====

# 2
Molecular formula: C3H2FKMgO2
Method: DFT, ωB97M-V with the def2-TZVPD basis set

```
10
Properties=species:S:1:pos:R:3:lowdin_charge:R:1
O -0.3070 0.1230 -0.7730 -0.0784
C 0.2098 1.0492 -0.0125 -0.3184
O 1.4063 1.3361 -0.3528 -0.2955
K 2.0559 0.7260 -2.7571 0.9650
Mg 2.2849 1.9936 2.1076 1.4100
C -1.3790 -0.7164 -0.0326 -0.0828
C -0.7851 -1.2720 1.1674 0.0477
H -1.7747 -1.5303 -0.6579 0.1584
H -2.1581 -0.0014 0.2759 0.1377
F 0.4470 -1.7077 1.0349 0.0564
```

Computed properties:
- Calculated total energy: -1165.0608 hartree
- Orbital gap (spin up / spin down): 4.04 / 4.08 eV
- Energy above the lowest of the compared OMol25 structures with the same formula, charge and spin: 0.000 eV
- Total charge: +2
- E_LUMO (spin up / spin down): -11.451 / -11.453 eV
- Largest force on an atom: 0.054 Eh/bohr

=====

# 3
Molecular formula: C10H30O6V
Method: DFT, ωB97M-V with the def2-TZVPD basis set

```
47
Properties=species:S:1:pos:R:3:lowdin_charge:R:1
V 0.0133 0.4083 0.2134 0.7729
C -1.3131 3.3706 0.9282 -0.3749
O -1.3611 2.3019 0.0926 -0.4260
H -0.9908 3.0662 1.9240 0.0450
H -0.5755 4.0492 0.4997 0.0482
H -2.2493 3.8937 1.1230 0.0431
C 2.8569 1.7257 1.6792 -0.3090
O 1.8001 0.8108 1.4415 -0.4592
H 3.1370 1.8245 2.7280 0.0399
H 3.7408 1.4717 1.0943 0.0447
H 2.4976 2.7422 1.5190 0.0458
C 2.4563 -2.5244 -0.1663 -0.1252
C 1.3071 -2.8675 0.7423 -0.3153
O 0.2497 -1.9532 0.4367 -0.2064
H 2.8287 -1.5303 0.0813 0.0565
H 2.2715 -2.4536 -1.2382 0.0676
H 3.2910 -3.2108 -0.0239 0.0717
H 1.7038 -2.8279 1.7568 0.1141
H 1.1823 -3.9024 0.4238 0.0871
H -0.5644 -2.3703 0.7279 0.0431
C -3.0964 -0.0775 3.6811 -0.1219
C -2.7552 -0.3502 2.2408 -0.3454
O -1.3709 -0.3691 2.0856 -0.1247
H -2.8246 0.8945 4.0928 0.0762
H -2.8053 -0.8068 4.4371 0.0672
H -4.1817 -0.0733 3.7819 0.0660
H -3.2258 0.4598 1.6836 0.1037
H -3.3010 -1.1955 1.8216 0.0821
H -0.9200 -0.1123 2.8933 0.1005
C 2.4033 2.1181 -2.8096 -0.0662
C 1.2552 1.0445 -2.7584 -0.2288
O 1.3524 0.3196 -1.5030 -0.1727
H 2.1293 2.8112 -3.6050 0.0639
H 3.3979 1.7440 -3.0522 0.0693
H 2.3796 2.7428 -1.9167 0.0786
H 1.5115 0.2962 -3.5084 0.1032
H 0.2762 1.4813 -2.9555 0.1214
H 2.2829 0.0889 -1.4517 0.0873
C -0.9520 -1.9501 -2.6992 -0.1147
C -2.0596 -1.3363 -1.9243 -0.4232
O -1.7498 -0.3256 -1.0663 -0.1461
H -0.6598 -1.2884 -3.5146 0.0692
H -1.2467 -2.8700 -3.2042 0.0570
H -0.2373 -2.3489 -1.9793 0.0615
H -2.4177 -2.0398 -1.1726 0.0648
H -2.9299 -1.1063 -2.5388 0.1084
H -2.5363 0.2242 -1.0412 0.0996
```

Computed properties:
- Calculated total energy: -1794.2957 hartree
- Orbital gap (spin up / spin down): 2.15 / 7.19 eV
- 2S+1: 5
- Total charge: -1
- E_LUMO (spin up / spin down): 2.706 / 2.676 eV
- Largest force on an atom: 0.072 Eh/bohr

=====

# 4
Molecular formula: C3H14N4O
Method: DFT, ωB97M-V with the def2-TZVPD basis set

```
22
Properties=species:S:1:pos:R:3:lowdin_charge:R:1
C -1.6519 -1.4467 0.2290 -0.0496
C -1.7361 0.0677 0.0495 -0.4967
N -0.8032 0.7104 0.9943 0.0446
N -3.0705 0.6236 0.2175 0.0360
H -0.6088 -1.7578 0.1971 0.0660
H -2.0598 -1.7299 1.2011 0.0780
H -2.2222 -1.9480 -0.5510 0.0774
H -1.3765 0.3433 -0.9476 0.1385
H -0.9103 1.7184 0.9403 0.1089
H -1.0012 0.4163 1.9464 0.1114
H -3.6138 0.5511 -0.6329 0.0700
H -3.5754 0.1497 0.9589 0.0689
N 3.4439 -0.5218 -0.5050 0.0472
C 2.0227 -0.2187 -0.5130 -0.6460
N 1.6656 1.1930 -0.8308 0.0323
O 1.4970 -0.4938 0.7113 -0.1488
H 3.9239 -0.1080 -1.2963 0.0590
H 3.8526 -0.1905 0.3618 0.0651
H 1.5665 -0.8159 -1.3333 0.1288
H 2.1689 1.8109 -0.1989 0.0680
H 1.9358 1.4390 -1.7777 0.0563
H 0.5527 0.2076 0.7793 0.0848
```

Computed properties:
- Calculated total energy: -416.9544 hartree
- Orbital gap: 9.45 eV
- Energy above the lowest of the compared OMol25 structures with the same formula, charge and spin: 0.000 eV
- Total charge: 0
- E_LUMO: 0.919 eV
- Structure (SMILES): CC(N)N.NC(N)O
- Largest force on an atom: 0.048 Eh/bohr

=====

# 5
Molecular formula: C3H3F5O3STl
Method: DFT, ωB97M-V with the def2-TZVPD basis set

```
16
Properties=species:S:1:pos:R:3:lowdin_charge:R:1
C 3.1401 -0.7303 0.4614 0.1817
O 2.4897 0.6817 0.5318 -0.1227
S 1.3193 0.9905 -0.2620 1.1098
O 1.5716 1.5999 -1.5151 0.0715
O 0.2272 0.0001 -0.2830 -0.0278
C -1.1361 0.1478 0.5625 -0.3425
F -1.2602 1.4174 0.8639 0.2546
F -0.9389 -0.5491 1.6212 0.3123
C -2.3194 -0.4825 -0.2832 -0.5313
F -3.2644 -0.8529 0.5345 0.2734
F -1.7912 -1.4952 -0.9494 0.2462
F -2.8195 0.3983 -1.1839 0.0047
H 3.0291 -1.1635 -0.5338 0.1384
H 2.7616 -1.3856 1.2310 0.1311
H 4.1730 -0.4569 0.6995 0.1537
Tl -5.1819 1.8803 -1.4953 1.1467
```

Computed properties:
- Calculated total energy: -1410.4138 hartree
- Orbital gap: 5.36 eV
- Total charge: +3
- E_LUMO: -17.909 eV
- Largest force on an atom: 0.082 Eh/bohr

=====

# 6
Molecular formula: C42H46N9P2Se2Ti
Method: DFT, ωB97M-V with the def2-TZVPD basis set

```
102
Properties=species:S:1:pos:R:3:lowdin_charge:R:1
Ti -0.8080 -0.7293 1.9846 0.8611
N 0.5949 -2.3289 2.6996 -0.0353
C 0.7608 -2.6403 4.1334 -0.1618
C 0.0018 -1.6322 4.9996 -0.1544
N -0.3139 -0.3744 4.2716 -0.2176
C -1.4105 0.3372 4.9971 -0.1289
C -2.5833 0.7411 4.0988 -0.1839
N -2.7115 -0.2024 2.9726 -0.0836
C 0.9243 0.4434 4.2330 -0.1617
C 0.6983 1.7440 3.4840 -0.1637
N -0.2042 1.4857 2.3383 -0.0408
H 1.4427 -1.8936 2.3056 0.0505
H 0.4992 -3.1920 2.1725 0.1024
H 0.3426 -3.6282 4.3211 0.1117
H 1.8181 -2.6882 4.3919 0.1295
H -0.9384 -2.0754 5.3249 0.0826
H 0.5726 -1.3950 5.9018 0.1387
H -1.7778 -0.3215 5.7823 0.1196
H -1.0166 1.2170 5.5077 0.1328
H -3.4955 0.7657 4.6984 0.1324
H -2.4628 1.7476 3.6987 0.1092
H -3.0179 -1.1351 3.2941 0.0642
H -3.4421 0.1238 2.3452 0.0566
H 1.2742 0.6349 5.2527 0.1413
H 1.6934 -0.1429 3.7260 0.1202
H 0.2737 2.5125 4.1299 0.1244
H 1.6571 2.1219 3.1312 0.1332
H -1.0501 2.0409 2.4092 0.0592
H 0.2203 1.8057 1.4742 0.0398
Se 5.2043 -0.3815 -2.2612 0.3574
P 3.3403 0.4991 -2.4775 0.4706
C 2.4550 -0.0602 -3.9495 -0.3664
C 1.5061 -1.0766 -3.8734 -0.0996
C 1.0100 -1.6563 -5.0297 -0.0791
C 1.4547 -1.2241 -6.2711 -0.0662
C 2.4072 -0.2179 -6.3545 -0.0556
C 2.9155 0.3537 -5.1989 -0.0900
C 3.4053 2.3169 -2.4788 -0.3546
C 4.2384 2.9002 -1.5217 -0.1118
C 4.3921 4.2751 -1.4755 -0.0708
C 3.7289 5.0832 -2.3923 -0.0734
C 2.9069 4.5110 -3.3496 -0.0638
C 2.7456 3.1316 -3.3933 -0.0943
C 2.2132 0.0937 -1.0728 -0.3747
C 0.8581 0.2335 -0.7382 -0.4064
N 0.7125 -0.3507 0.4814 -0.1846
N 1.9030 -0.7946 0.8653 -0.0650
N 2.7996 -0.5545 -0.0441 0.0336
P -0.5731 1.1508 -1.3305 0.7352
Se -2.1830 0.6848 0.0584 0.5717
C -1.0864 0.7856 -3.0074 -0.3576
C -0.5237 1.5086 -4.0609 -0.0799
C -0.9182 1.2507 -5.3615 -0.0463
C -1.8724 0.2740 -5.6138 -0.0460
C -2.4304 -0.4491 -4.5688 -0.0563
C -2.0417 -0.1953 -3.2631 -0.1042
C -0.1769 2.8947 -1.2123 -0.3638
C 0.9411 3.3305 -0.5035 -0.1017
C 1.1271 4.6866 -0.2838 -0.0626
C 0.2084 5.6023 -0.7761 -0.0441
C -0.8976 5.1692 -1.4958 -0.0443
C -1.0980 3.8163 -1.7115 -0.0759
H 1.1825 -1.4511 -2.9084 0.0965
H 0.2884 -2.4603 -4.9636 0.1073
H 1.0742 -1.6837 -7.1741 0.1139
H 2.7796 0.1005 -7.3190 0.1152
H 3.7085 1.0878 -5.2704 0.1172
H 4.7998 2.2654 -0.8454 0.0887
H 5.0581 4.7163 -0.7452 0.1139
H 3.8703 6.1559 -2.3708 0.1145
H 2.4086 5.1323 -4.0823 0.1138
H 2.1486 2.6967 -4.1833 0.0812
H 0.1992 2.2898 -3.8575 0.0891
H -0.4859 1.8140 -6.1769 0.1218
H -2.1854 0.0779 -6.6308 0.1205
H -3.1892 -1.1936 -4.7695 0.1151
H -2.5201 -0.7154 -2.4429 0.0630
H 1.6893 2.6241 -0.1631 0.0977
H 2.0026 5.0279 0.2500 0.1138
H 0.3602 6.6602 -0.6079 0.1186
H -1.6083 5.8860 -1.8840 0.1181
H -1.9701 3.4803 -2.2589 0.1193
C -2.6542 -4.5840 5.5359 -0.0249
C -2.1311 -5.5588 4.7026 -0.0190
C -1.9579 -5.2658 3.3584 -0.0077
C -2.2999 -4.0008 2.8879 -0.2339
N -2.7593 -3.0471 3.7003 0.0960
C -2.9447 -3.3475 4.9885 -0.1323
C -2.2102 -3.7359 1.4168 -0.1922
C -2.7049 -4.7315 0.5819 0.0085
C -2.5825 -4.6172 -0.7915 -0.0031
C -1.9327 -3.5071 -1.2961 -0.0175
C -1.4898 -2.5439 -0.4131 -0.1566
N -1.6402 -2.6094 0.9241 0.0226
H -2.8351 -4.7714 6.5846 0.1223
H -1.8706 -6.5352 5.0886 0.1269
H -1.5614 -6.0080 2.6789 0.1276
H -3.3492 -2.5564 5.6126 0.1211
H -3.1915 -5.5908 1.0207 0.1291
H -2.9708 -5.3879 -1.4433 0.1293
H -1.7640 -3.3685 -2.3548 0.1179
H -0.9746 -1.6773 -0.7932 0.0400
```

Computed properties:
- Calculated total energy: -8455.6186 hartree
- Orbital gap (spin up / spin down): 6.12 / 6.21 eV
- 2S+1: 2
- Energy above the lowest of the compared OMol25 structures with the same formula, charge and spin: 0.369 eV
- Total charge: +2
- E_LUMO (spin up / spin down): -5.398 / -5.308 eV
- Largest force on an atom: 0.014 Eh/bohr